i:
This record from the OMol25 dataset describes a 2-piece molecular cluster, C5H8F3N4S overall. The level of theory is ωB97M-V/def2-TZVPD.

The calculation puts the lowest unoccupied orbital energy (spin up / spin down) at -0.1390 / -0.1709 Eh. The total charge is +1. The calculation puts the HOMO-LUMO gap (spin up / spin down) at 9.3379 / 5.8277 eV.

Last columns: bonded neighbours and bond lengths (Å).
Positions of all 21 atoms, in Å:
1 S -0.18660 2.36587 0.95073  C10 1.705, C12 1.804
2 F -1.42573 -1.43093 -0.86158  C9 1.368
3 F -1.85328 -0.92383 1.21102  C9 1.369
4 F -3.39772 -0.59755 -0.33400  C9 1.327
5 N 0.91808 -0.06448 1.09450  C10 1.423, C13 1.343, H14 1.013
6 N 0.50068 0.77495 -1.08119  C10 1.320, C11 1.285
7 N 1.57634 -2.26359 1.40033  C13 1.320, H17 1.009, H20 1.010
8 N 1.39942 -1.37080 -0.73525  C11 1.408, C13 1.342, H19 1.012
9 C -2.09775 -0.53316 -0.07760  F2 1.368, F3 1.369, F4 1.327
10 C 0.43878 0.95490 0.22508  S1 1.705, N5 1.423, N6 1.320
11 C 0.95865 -0.32341 -1.56648  N6 1.285, N8 1.408, H16 1.075
12 C -1.07462 3.07541 -0.44962  S1 1.804, H15 1.086, H18 1.088, H21 1.084
13 C 1.28956 -1.25580 0.59717  N5 1.343, N7 1.320, N8 1.342
14 H 0.75752 0.04898 2.08830  N5 1.013
15 H -1.43026 4.05192 -0.13406  C12 1.086
16 H 1.00943 -0.47774 -2.62898  C11 1.075
17 H 1.84471 -3.16765 1.04016  N7 1.009
18 H -1.91222 2.42152 -0.68396  C12 1.088
19 H 1.63268 -2.26160 -1.15495  N8 1.012
20 H 1.45906 -2.18495 2.40000  N7 1.010
21 H -0.40673 3.16195 -1.29962  C12 1.084



ii:
This record from the OMol25 dataset describes an isolated ion of composition C5H8F3N4S and charge +1. The level of theory is ωB97M-V/def2-TZVPD.

As for the structure (SMILES): CS[C@@]1(C(F)(F)F)N=CNC(=[NH2+])N1. The calculation puts the lowest unoccupied orbital energy at -0.1440 Eh. The total charge is +1. The calculation puts the HOMO-LUMO gap at 8.5989 eV.

Last columns: bonded neighbours and bond lengths (Å).
Positions of all 21 atoms, in Å:
1 S 1.22400 -1.36868 1.08534  C9 1.871, C10 1.856
2 F 2.09333 2.11362 -0.90028  C12 1.318
3 F 3.41738 0.39545 -0.78096  C12 1.326
4 F 2.83536 1.42694 1.10466  C12 1.409
5 N -1.90888 2.17532 1.13731  C11 1.330, H14 1.017, H21 0.985
6 N 0.39863 -0.22624 -1.20976  C9 1.375, C13 1.277
7 N -1.66430 0.89176 -0.79133  C11 1.345, C13 1.440, H18 1.046
8 N 0.10185 1.09446 0.71653  C9 1.446, C11 1.360, H15 1.004
9 C 0.91984 0.13290 0.01098  S1 1.871, N6 1.375, N8 1.446, C12 1.779
10 C 2.28493 -2.29949 -0.11979  S1 1.856, H16 1.044, H19 1.015, H20 1.084
11 C -1.15342 1.44134 0.32464  N5 1.330, N7 1.345, N8 1.360
12 C 2.42797 1.05347 -0.19194  F2 1.318, F3 1.326, F4 1.409, C9 1.779
13 C -0.76638 0.11513 -1.60701  N6 1.277, N7 1.440, H17 1.150
14 H -1.55576 2.68027 1.94699  N5 1.017
15 H 0.45054 1.38720 1.61123  N8 1.004
16 H 2.34613 -3.30510 0.15275  C10 1.044
17 H -1.20101 -0.33122 -2.57320  C13 1.150
18 H -2.68385 0.94269 -1.01867  N7 1.046
19 H 3.12583 -1.77598 -0.34248  C10 1.015
20 H 1.59046 -2.18287 -0.94432  C10 1.084
21 H -2.85018 2.45313 1.05364  N5 0.985



Which structure loses on stability? i does.



i:
This record from the OMol25 dataset describes a 2-piece molecular cluster, C3H3O3S overall. The level of theory is ωB97M-V/def2-TZVPD.

The calculation puts the lowest unoccupied orbital energy (spin up / spin down) at 0.1115 / 0.1475 Eh. The total charge is -1. The calculation puts the HOMO-LUMO gap (spin up / spin down) at 6.2328 / 9.3761 eV.

Last columns: bonded neighbours and bond lengths (Å).
Positions of all 10 atoms, in Å:
1 S -1.02902 0.90133 -0.63952  O2 1.461, O3 1.447, O4 1.438, C7 1.899
2 O -1.98268 -0.13640 -0.25594  S1 1.461
3 O -1.00506 1.25260 -2.04317  S1 1.447
4 O -0.93145 2.00171 0.28123  S1 1.438
5 C 0.93079 -0.23149 1.16872  C6 1.350, C7 1.429, H9 1.146
6 C 0.05895 -1.17548 0.75626  C5 1.350, C7 1.471, H8 1.062
7 C 0.49563 -0.13701 -0.18887  S1 1.899, C5 1.429, C6 1.471
8 H -0.63161 -1.97634 0.66218  C6 1.062
9 H 1.53622 0.30156 1.98281  C5 1.146
10 H 2.55822 -0.80048 -1.72370  no bonds



ii:
This record from the OMol25 dataset describes a 2-piece molecular cluster, C3H3O3S overall. The level of theory is ωB97M-V/def2-TZVPD.

The calculation puts the lowest unoccupied orbital energy at 0.1360 Eh. The total charge is -1. The calculation puts the HOMO-LUMO gap at 7.3370 eV.

Last columns: bonded neighbours and bond lengths (Å).
Positions of all 10 atoms, in Å:
1 S -3.24833 -0.47114 -1.25356  C6 1.600
2 O 0.12518 0.80922 0.50246  C5 1.423, C7 1.475
3 O 0.58011 -1.16032 -0.66459  C7 1.209
4 O -2.02224 -2.55054 -0.30390  C6 1.187
5 C 1.48559 1.21697 0.59692  O2 1.423, H8 1.093, H9 1.047, H10 1.101
6 C -2.11638 -1.41123 -0.62391  S1 1.600, O4 1.187
7 C -0.26205 -0.44048 -0.17961  O2 1.475, O3 1.209
8 H 1.70167 1.58870 1.60213  C5 1.093
9 H 2.06364 0.36380 0.41026  C5 1.047
10 H 1.69279 2.05504 -0.08620  C5 1.101



Which structure loses on stability? i does.



i:
This record from the OMol25 dataset describes a 3-piece molecular cluster, C5H18N2O2S overall. The level of theory is ωB97M-V/def2-TZVPD.

As for the structure (SMILES): CCNC[C@H](N)CS.O.O. The calculation puts the lowest unoccupied orbital energy at 0.0123 Eh. The total charge is 0. The calculation puts the HOMO-LUMO gap at 8.8769 eV.

Last columns: bonded neighbours and bond lengths (Å).
Positions of all 28 atoms, in Å:
1 S 1.05249 2.39819 -2.10418  C10 1.816, H11 1.342
2 O -2.73970 1.53233 1.69064  H15 0.969, H16 0.972
3 O -0.41726 0.26243 2.81870  H18 0.965, H28 0.964
4 N -0.05963 -1.71226 0.36644  C6 1.455, C8 1.465, H19 1.013
5 N -1.84612 1.14531 -1.17060  C7 1.467, H17 1.017, H26 1.014
6 C -0.84488 -1.03552 -0.65526  N4 1.455, C7 1.545, H14 1.090, H21 1.091
7 C -0.57946 0.47235 -0.86385  N5 1.467, C6 1.545, C10 1.529, H25 1.091
8 C 1.34680 -1.98294 0.06015  N4 1.465, C9 1.543, H13 1.091, H23 1.090
9 C 2.35078 -0.89131 0.48564  C8 1.543, H12 1.090, H24 1.090, H27 1.093
10 C 0.47528 0.68279 -1.95001  S1 1.816, C7 1.529, H20 1.089, H22 1.092
11 H 1.50074 2.55283 -0.84872  S1 1.342
12 H 3.14486 -1.31996 1.09702  C9 1.090
13 H 1.43099 -2.19880 -1.00633  C8 1.091
14 H -0.71855 -1.57469 -1.59452  C6 1.090
15 H -1.98289 1.02879 2.02489  O2 0.969
16 H -2.72227 1.41674 0.72596  O2 0.972
17 H -1.69384 2.13692 -1.33636  N5 1.017
18 H -0.83527 -0.25597 3.51690  O3 0.965
19 H -0.12831 -1.20754 1.24252  N4 1.013
20 H 1.32708 0.02168 -1.80097  C10 1.089
21 H -1.89307 -1.12823 -0.36755  C6 1.091
22 H 0.04987 0.45521 -2.93011  C10 1.092
23 H 1.60032 -2.91589 0.56419  C8 1.090
24 H 1.86847 -0.09906 1.05799  C9 1.090
25 H -0.23942 0.90566 0.07776  C7 1.091
26 H -2.28593 0.73750 -1.98802  N5 1.014
27 H 2.85767 -0.44636 -0.37386  C9 1.093
28 H -0.01875 1.01978 3.26156  O3 0.964



ii:
This record from the OMol25 dataset describes a 3-piece molecular cluster, C5H18N2O2S overall. The level of theory is ωB97M-V/def2-TZVPD.

As for the structure (SMILES): CNCCNCCS.O.O. The calculation puts the lowest unoccupied orbital energy at 0.0226 Eh. The total charge is 0. The calculation puts the HOMO-LUMO gap at 9.2937 eV.

Last columns: bonded neighbours and bond lengths (Å).
Positions of all 28 atoms, in Å:
1 S 1.96363 -2.22950 0.65081  C8 1.897, H13 1.344
2 O 1.30193 0.81440 2.25620  H18 0.961, H20 0.933
3 O -1.35000 -1.99831 -2.04905  H12 0.963, H17 0.963
4 N 0.63522 1.28142 -0.76233  C9 1.433, C10 1.477, H16 1.005
5 N -2.19348 0.56509 0.43421  C6 1.481, C7 1.469, H22 1.001
6 C -1.96636 1.43386 -0.74309  N5 1.481, C9 1.583, H19 1.090, H21 1.100
7 C -2.26106 1.33622 1.68287  N5 1.469, H11 1.103, H14 1.092, H26 1.101
8 C 2.15033 -0.63974 -0.36757  S1 1.897, C10 1.517, H24 1.090, H28 1.083
9 C -0.54800 1.93840 -1.23195  N4 1.433, C6 1.583, H15 1.119, H27 1.107
10 C 0.83935 -0.16736 -0.96778  N4 1.477, C8 1.517, H23 1.079, H25 1.094
11 H -3.34224 1.48680 1.84119  C7 1.103
12 H -1.31157 -2.77687 -1.48324  O3 0.963
13 H 0.71483 -2.56893 0.28666  S1 1.344
14 H -1.98098 0.87415 2.63240  C7 1.092
15 H -0.54223 2.97826 -0.81862  C9 1.119
16 H 1.49353 1.77877 -0.92586  N4 1.005
17 H -2.28105 -1.94439 -2.29094  O3 0.963
18 H 0.61271 1.23959 1.73947  O2 0.961
19 H -2.63932 2.26794 -0.54314  C6 1.090
20 H 2.00644 1.35596 2.54045  O2 0.933
21 H -2.32005 0.81428 -1.57990  C6 1.100
22 H -1.37322 -0.00374 0.50331  N5 1.001
23 H 0.04614 -0.65144 -0.41848  C10 1.079
24 H 2.75026 -0.95323 -1.22134  C8 1.090
25 H 0.65460 -0.55372 -1.97462  C10 1.094
26 H -1.73986 2.30294 1.60096  C7 1.101
27 H -0.55277 2.26742 -2.28939  C9 1.107
28 H 2.56482 0.03358 0.37293  C8 1.083



Which structure loses on stability? ii does.



i:
This record from the OMol25 dataset describes a 6-piece molecular cluster, C2H14O5 overall. The level of theory is ωB97M-V/def2-TZVPD.

As for the structure (SMILES): C=C.O.O.O.O.O. The calculation puts the lowest unoccupied orbital energy at 0.0135 Eh. The total charge is 0. The calculation puts the HOMO-LUMO gap at 10.1669 eV.

Last columns: bonded neighbours and bond lengths (Å).
Positions of all 21 atoms, in Å:
1 O -1.96881 -0.45869 -1.20636  H14 0.962, H16 0.962
2 O 1.45237 2.59081 0.38758  H8 0.967, H9 0.963
3 O 2.64192 -0.88520 -2.99174  H11 0.968, H20 0.977
4 O 3.18743 -2.59763 0.06562  H12 0.964, H21 0.972
5 O 1.56364 -0.45807 1.15716  H10 0.970, H18 0.967
6 C -3.67577 0.46971 1.60866  C7 1.338, H15 1.074, H19 1.081
7 C -3.39843 1.64364 1.02860  C6 1.338, H13 1.092, H17 1.101
8 H 2.24112 2.87998 0.86583  O2 0.967
9 H 1.55572 2.99755 -0.47880  O2 0.963
10 H 1.10673 -0.23891 0.33027  O5 0.970
11 H 2.77514 -1.61194 -3.61641  O3 0.968
12 H 3.15541 -3.55996 0.10483  O4 0.964
13 H -3.10308 1.91055 0.01145  C7 1.092
14 H -2.00807 -1.41884 -1.17185  O1 0.962
15 H -3.59291 -0.56204 1.32143  C6 1.074
16 H -1.33919 -0.23049 -1.89711  O1 0.962
17 H -3.23770 2.49255 1.71068  C7 1.101
18 H 1.34875 0.31780 1.69254  O5 0.967
19 H -3.67441 0.47560 2.68926  C6 1.081
20 H 2.55654 -1.44060 -2.19287  O3 0.977
21 H 2.41359 -2.31582 0.58123  O4 0.972



ii:
This record from the OMol25 dataset describes a 6-piece molecular cluster, C2H14O5 overall. The level of theory is ωB97M-V/def2-TZVPD.

As for the structure (SMILES): C=C.O.O.O.O.O. The calculation puts the lowest unoccupied orbital energy at 0.0179 Eh. The total charge is 0. The calculation puts the HOMO-LUMO gap at 10.1646 eV.

Last columns: bonded neighbours and bond lengths (Å).
Positions of all 21 atoms, in Å:
1 O 0.44340 -2.58817 -0.07826  H20 0.973, H21 0.965
2 O 1.74558 0.02399 -0.28299  H13 0.971, H18 0.962
3 O -0.54787 1.82670 0.26720  H11 0.960, H17 0.969
4 O 0.47465 -1.82733 2.61459  H15 0.964, H19 0.975
5 O -0.77097 0.69595 2.87650  H9 0.967, H10 0.979
6 C -1.35941 0.77122 -2.55080  C7 1.325, H8 1.085, H14 1.079
7 C -0.12787 0.75931 -3.04024  C6 1.325, H12 1.081, H16 1.082
8 H -2.17460 1.31795 -3.01293  C6 1.085
9 H -1.66233 0.94866 3.15263  O5 0.967
10 H -0.68556 1.14872 2.01290  O5 0.979
11 H -0.14846 2.63340 -0.06531  O3 0.960
12 H 0.26258 1.58920 -3.61231  C7 1.081
13 H 1.56816 -0.90011 -0.52225  O2 0.971
14 H -1.68679 0.17215 -1.71584  C6 1.079
15 H 1.41248 -1.72874 2.81666  O4 0.964
16 H 0.56415 -0.05017 -2.85003  C7 1.082
17 H 0.00981 1.09337 -0.03385  O3 0.969
18 H 2.43039 -0.05731 0.38719  O2 0.962
19 H 0.15754 -0.93316 2.84133  O4 0.975
20 H 0.46325 -2.82940 0.86456  O1 0.973
21 H -0.36813 -2.06622 -0.06873  O1 0.965



Which structure loses on stability? i does.